[1]
C3H2O2S | wB97M-V/def2-TZVPD

Output
Structure (SMILES): O=CC(=O)C=S
Highest occupied orbital energy, eV: -9.412
E_tot, Eh: -664.1184

ORCA input file:
```
! wB97M-V def2-TZVPD RIJCOSX def2/J DEFGRID3
* xyz 0 1
O -1.677 -1.062 -0.089
C -1.334 0.095 0.054
C 0.107 0.565 -0.029
O 0.320 1.771 -0.080
C 1.165 -0.529 -0.013
S 2.730 -0.238 -0.018
H -2.049 0.939 0.221
H 0.737 -1.542 -0.047
*
```

[2]
C3H2O2S | wB97M-V/def2-TZVPD

Output
Structure (SMILES): O=C(O)C=C=S
Highest occupied orbital energy, eV: -9.270
E_tot, Eh: -664.1275

ORCA input file:
```
! wB97M-V def2-TZVPD RIJCOSX def2/J DEFGRID3
* xyz 0 1
O 1.806 0.919 -0.010
C 0.941 0.073 0.054
O 1.163 -1.283 -0.019
C -0.482 0.403 0.104
C -1.751 0.049 0.032
S -3.331 -0.013 -0.011
H 2.144 -1.591 -0.252
H -0.492 1.442 0.101
*
```

[3]
C3H2O2S | wB97M-V/def2-TZVPD

Output
Structure (SMILES): S=c1occo1
Highest occupied orbital energy, eV: -8.896
E_tot, Eh: -664.1432

ORCA input file:
```
! wB97M-V def2-TZVPD RIJCOSX def2/J DEFGRID3
* xyz 0 1
S 1.123 2.554 -0.698
C 0.501 1.101 -0.306
O 1.068 -0.069 -0.503
C 0.202 -1.077 -0.037
C -0.883 -0.452 0.444
O -0.733 0.879 0.302
H 0.531 -2.108 -0.122
H -1.809 -0.828 0.920
*
```

[4]
C3H2O2S3 | wB97M-V/def2-TZVPD

Output
Structure (SMILES): OC(=S)C(=S)C(O)=S
Highest occupied orbital energy, eV: -9.210
E_tot, Eh: -1460.5103

ORCA input file:
```
! wB97M-V def2-TZVPD RIJCOSX def2/J DEFGRID3
* xyz 0 1
O 1.539 -0.405 1.407
C 1.278 -0.252 0.097
S 2.143 -0.800 -1.150
C 0.034 0.562 -0.043
S 0.145 2.169 -0.209
C -1.256 -0.217 -0.333
O -2.360 0.502 -0.568
S -1.472 -1.798 -0.111
H 2.080 -1.232 1.549
H -2.133 1.472 -0.639
*
```

[5]
C3H2O3 | wB97M-V/def2-TZVPD

Output
Structure (SMILES): O=C=COC=O
Highest occupied orbital energy, eV: -9.757
E_tot, Eh: -341.1767

ORCA input file:
```
! wB97M-V def2-TZVPD RIJCOSX def2/J DEFGRID3
* xyz 0 1
O -0.213 1.166 -2.253
C 0.245 0.431 -1.473
C 0.751 -0.375 -0.553
O -0.116 -0.953 0.371
C -0.676 -0.089 1.266
O -1.643 -0.380 1.899
H 1.789 -0.676 -0.566
H -0.138 0.875 1.309
*
```

[6]
C3H2O3 | wB97M-V/def2-TZVPD

Output
Highest occupied orbital energy, eV: -9.251
E_tot, Eh: -341.1025

ORCA input file:
```
! wB97M-V def2-TZVPD RIJCOSX def2/J DEFGRID3
* xyz 0 1
O -1.631 0.287 1.180
C -0.403 0.535 0.864
C 0.079 0.415 -0.489
O 0.019 1.333 -1.289
C 0.969 -0.801 -0.698
O 1.034 -1.682 0.125
H -1.558 0.515 2.116
H 1.511 -0.807 -1.662
*
```

[7]
C3H2O3 | wB97M-V/def2-TZVPD

Output
Structure (SMILES): O=CC(=O)C=O
Highest occupied orbital energy, eV: -9.880
E_tot, Eh: -341.1532

ORCA input file:
```
! wB97M-V def2-TZVPD RIJCOSX def2/J DEFGRID3
* xyz 0 1
O 1.518 -1.423 -0.157
C 1.449 -0.242 -0.026
C 0.025 0.492 -0.155
O -0.050 1.678 -0.168
C -1.378 -0.205 -0.037
O -1.677 -1.383 -0.110
H 2.373 0.505 0.404
H -2.260 0.577 0.248
*
```

[8]
C3H2O3 | wB97M-V/def2-TZVPD

Output
Highest occupied orbital energy, eV: -9.020
E_tot, Eh: -341.1702

ORCA input file:
```
! wB97M-V def2-TZVPD RIJCOSX def2/J DEFGRID3
* xyz 0 1
O -2.748 0.103 0.876
C -1.676 -0.043 1.213
C 0.427 0.570 -1.196
O -0.091 1.379 -1.865
C 0.982 -0.362 -0.437
O 1.332 -0.091 0.873
H 0.540 -0.236 1.415
H 1.235 -1.320 -0.880
*
```

[9]
C3H2O3 | wB97M-V/def2-TZVPD

Output
Structure (SMILES): C1=CO1.O=C=O
Highest occupied orbital energy, eV: -8.630
E_tot, Eh: -341.0965

ORCA input file:
```
! wB97M-V def2-TZVPD RIJCOSX def2/J DEFGRID3
* xyz 0 1
C -0.026 -0.780 -1.060
C -0.316 0.478 -1.119
O -0.898 -0.535 -0.062
H 0.683 -1.532 -1.257
H -0.816 1.187 -1.753
O 0.335 -0.580 2.402
C 0.470 0.394 1.755
O 0.568 1.369 1.095
*
```

[10]
C3H2O5 | wB97M-V/def2-TZVPD

Output
Highest occupied orbital energy, eV: -9.682
E_tot, Eh: -491.5995

ORCA input file:
```
! wB97M-V def2-TZVPD RIJCOSX def2/J DEFGRID3
* xyz 0 1
C -0.579 -0.673 0.021
C 1.679 -0.240 -0.094
C -0.445 0.603 0.122
H -2.386 -1.327 -0.214
H -0.322 2.382 0.643
O -1.496 -1.731 0.030
O 0.721 -1.305 -0.240
O 2.895 -0.367 0.108
O 1.014 0.931 -0.231
O -1.080 1.728 -0.145
*
```

[11]
C3H2O5 | wB97M-V/def2-TZVPD

Output
Highest occupied orbital energy, eV: -10.982
E_tot, Eh: -491.7343

ORCA input file:
```
! wB97M-V def2-TZVPD RIJCOSX def2/J DEFGRID3
* xyz 0 1
C 0.234 -0.752 -3.866
C -0.187 -0.438 -0.086
C 0.816 1.935 -1.307
O 1.265 -1.059 -4.231
O 0.825 1.890 -2.434
O 0.686 -0.333 -0.914
O -0.824 -0.480 -3.463
O -0.946 0.534 0.361
H -0.538 -1.390 0.390
H -0.285 1.207 0.206
*
```

[12]
C3H2O5 | wB97M-V/def2-TZVPD

Output
Highest occupied orbital energy, eV: -8.307
E_tot, Eh: -491.5877

ORCA input file:
```
! wB97M-V def2-TZVPD RIJCOSX def2/J DEFGRID3
* xyz 0 1
C -0.046 0.164 -0.839
C -1.037 -0.726 1.059
C 0.722 0.636 0.229
H -1.017 -0.120 -2.589
H 2.377 0.684 1.334
O 0.029 0.094 -2.143
O -1.018 -0.739 -0.448
O -1.757 -1.480 1.706
O -0.078 0.167 1.287
O 1.824 1.320 0.405
*
```

[13]
C3H2OS3 | wB97M-V/def2-TZVPD

Output
Structure (SMILES): S=C1OCSC1=S
Highest occupied orbital energy, eV: -9.018
E_tot, Eh: -1385.2739

ORCA input file:
```
! wB97M-V def2-TZVPD RIJCOSX def2/J DEFGRID3
* xyz 0 1
S -2.294 -0.602 0.008
C -0.634 -0.573 0.044
O -0.009 -1.739 -0.074
C 1.387 -1.663 0.015
S 1.897 0.107 0.003
C 0.268 0.658 0.038
S -0.206 2.217 -0.018
H 1.748 -2.056 0.964
H 1.852 -2.129 -0.846
*
```

[14]
C3H2OS4 | wB97M-V/def2-TZVPD

Output
Structure (SMILES): O=C(S)C(=S)C(=S)S
Highest occupied orbital energy, eV: -9.190
E_tot, Eh: -1783.4341

ORCA input file:
```
! wB97M-V def2-TZVPD RIJCOSX def2/J DEFGRID3
* xyz 0 1
O -1.050 -1.318 -1.251
C -1.098 -0.332 -0.466
S -2.637 0.693 -0.304
C 0.122 -0.129 0.532
S -0.080 -0.694 1.998
C 1.387 0.500 -0.034
S 1.501 2.124 0.119
S 2.536 -0.801 -0.572
H -2.162 1.563 0.550
H 1.481 -1.608 -0.574
*
```

[15]
C3H2S2 | wB97M-V/def2-TZVPD

Output
Structure (SMILES): S=C=CC=S
Highest occupied orbital energy, eV: -8.773
E_tot, Eh: -911.7791

ORCA input file:
```
! wB97M-V def2-TZVPD RIJCOSX def2/J DEFGRID3
* xyz 0 1
S -2.977 -0.345 -0.035
C -1.487 -0.298 0.209
C -0.195 -0.260 0.278
C 1.056 0.454 -0.241
S 1.997 1.731 0.140
H 0.151 -1.096 0.765
H 1.455 -0.187 -1.116
*
```

[16]
C3H31NO14 | wB97M-V/def2-TZVPD

Output
Highest occupied orbital energy, eV: -10.082
E_tot, Eh: -1240.9535

ORCA input file:
```
! wB97M-V def2-TZVPD RIJCOSX def2/J DEFGRID3
* xyz 0 1
C -0.328 -0.914 2.774
N 0.617 -0.995 1.696
C 0.336 -0.476 0.477
O 1.255 -0.599 -0.502
O -0.810 -0.080 0.234
C -0.651 0.525 3.282
H 0.158 -1.554 3.602
H -1.227 -1.460 2.402
H 1.578 -1.196 1.851
H 1.222 -0.218 -3.726
H 0.298 1.052 3.362
H -1.264 1.220 2.690
H -1.157 0.479 4.226
H -2.066 3.135 -1.297
H -3.556 3.006 -1.715
O -2.621 2.965 -2.086
H -2.448 -0.885 0.051
H -3.447 -1.347 -1.231
O -3.279 -0.882 -0.301
H 0.899 -0.635 -1.407
H -0.198 -0.307 -3.150
O 0.733 -0.199 -2.999
H 1.736 3.167 1.065
H 0.336 3.679 1.400
O 0.900 2.939 1.705
H 3.591 -2.784 -1.304
H 2.857 -1.889 -0.495
O 3.599 -2.477 -0.352
H 4.582 1.424 1.436
H 3.382 2.106 0.649
O 3.732 1.714 1.520
H -1.177 -3.701 0.986
H -0.282 -4.643 1.819
O -1.154 -4.438 1.693
H 1.761 2.570 -2.585
H 0.231 2.672 -2.161
O 1.079 3.162 -2.314
H -2.056 1.470 -2.558
H -2.471 0.102 -2.005
O -2.235 0.508 -2.825
H -1.816 -2.379 -2.206
H -2.427 -1.601 -3.419
O -2.622 -2.080 -2.672
H 4.300 -1.849 1.296
H 3.656 -0.591 1.324
O 3.563 -1.333 1.907
H -1.894 2.122 1.316
H -2.128 1.120 0.307
O -2.319 2.036 0.543
*
```

[17]
C3H31NO15 | wB97M-V/def2-TZVPD

Output
Highest occupied orbital energy, eV: -7.156
E_tot, Eh: -1316.2695

ORCA input file:
```
! wB97M-V def2-TZVPD RIJCOSX def2/J DEFGRID3
* xyz 0 1
O -1.027 2.169 0.620
C -1.606 1.060 0.078
O -2.609 1.132 -0.672
C -0.911 -0.119 0.416
C 0.487 -0.208 0.729
O 0.800 -0.870 2.048
N -1.567 -1.373 -0.065
H -2.672 3.619 -1.313
H -1.997 -0.116 3.774
H 0.746 0.819 0.911
H 1.111 -0.788 0.043
H 1.502 -1.534 1.972
H -1.609 -1.516 -1.078
H -0.992 -2.146 0.273
H -4.163 -0.460 1.432
H -2.319 -1.544 3.200
O -2.667 -0.657 3.382
H -2.435 -1.523 0.482
H -4.079 -0.223 -0.103
O -4.166 -0.895 0.576
H -1.354 4.143 -1.823
H -1.325 3.024 0.225
O -1.898 4.104 -1.006
H 3.343 0.941 -1.842
H 3.141 0.433 -0.383
O 2.988 0.216 -1.334
H -0.678 -3.552 3.107
H -0.458 -2.123 2.450
O -1.119 -2.793 2.718
H 4.284 0.979 1.480
H 2.631 1.215 1.535
O 3.395 0.627 1.317
H -0.463 2.861 -3.473
H 0.514 2.409 -2.285
O -0.033 3.128 -2.640
H 0.722 -2.296 -2.017
H -0.298 -2.445 -3.173
O -0.236 -2.314 -2.220
H 1.162 2.966 1.560
H 1.869 2.770 2.948
O 1.961 2.619 2.001
H 2.841 -2.617 -2.555
H 2.679 -1.298 -1.547
O 2.412 -2.236 -1.769
H -1.924 1.171 -2.984
H -0.794 0.170 -3.341
O -1.220 0.985 -3.630
H 2.310 -2.670 -0.041
H 3.288 -2.429 1.105
O 2.433 -2.814 0.914
*
```

[18]
C3H32NO12 | wB97M-V/def2-TZVPD

Output
Highest occupied orbital energy, eV: -12.565
E_tot, Eh: -1090.8288

ORCA input file:
```
! wB97M-V def2-TZVPD RIJCOSX def2/J DEFGRID3
* xyz 1 1
C -3.092 2.430 1.342
C -2.066 2.400 0.326
C -1.927 3.163 -0.799
N -1.225 1.103 0.162
H -4.063 2.434 0.684
H -2.792 1.662 2.118
H -2.939 3.310 1.979
H -1.451 2.691 -1.744
H -2.399 4.206 -0.933
H -0.630 0.878 0.929
H -0.541 1.133 -0.709
H -1.832 0.410 0.039
H 0.729 -2.449 1.214
H 1.488 -3.308 2.339
O 1.327 -2.474 1.917
H -1.474 -1.247 2.471
H -2.575 -2.330 2.822
O -2.325 -1.634 2.172
H 0.819 -0.170 2.544
H 0.662 1.133 3.361
O 0.214 0.501 2.740
H -1.275 -2.102 0.793
H -0.159 -1.762 -0.269
O -0.530 -2.384 0.228
H -0.467 0.873 -3.213
H -1.982 0.889 -3.860
O -1.461 0.837 -2.967
H 2.924 1.042 1.623
H 3.228 -0.446 1.258
O 2.791 0.380 1.073
H 2.843 1.108 -1.145
H 3.629 0.674 -2.471
O 3.159 1.407 -2.000
H -3.468 -0.870 1.045
H -3.736 -1.289 -0.427
O -3.535 -0.512 0.072
H 2.970 -2.381 1.750
H 4.133 -2.296 0.576
O 3.928 -2.001 1.444
H 2.409 -2.717 -2.338
H 1.427 -3.859 -1.948
O 1.624 -2.933 -1.757
H 1.555 0.047 0.038
H 1.279 -0.811 -1.364
O 0.942 -0.318 -0.642
H 0.878 2.343 -4.067
H 1.902 1.733 -2.987
O 1.083 1.505 -3.418
*
```

[19]
C3H32O13 | wB97M-V/def2-TZVPD

Output
Highest occupied orbital energy, eV: -9.977
E_tot, Eh: -1111.6848

ORCA input file:
```
! wB97M-V def2-TZVPD RIJCOSX def2/J DEFGRID3
* xyz 0 1
C -0.013 -0.260 0.793
C -0.157 -0.566 2.252
C 0.360 -1.639 2.834
H 0.333 0.745 0.641
H 0.701 -0.915 0.302
H -0.949 -0.386 0.245
H -0.736 0.155 2.814
H 0.270 -1.787 3.903
H 1.029 -2.339 2.350
H -0.054 -2.416 -1.496
H 1.098 -3.147 -2.263
O 0.860 -2.308 -1.860
H -1.985 -2.356 -0.257
H -2.089 -1.913 -1.751
O -1.707 -2.599 -1.166
H 0.957 2.084 -1.652
H 0.184 1.414 -2.816
O 0.149 2.198 -2.220
H -1.465 2.024 -1.868
H -2.431 1.843 -0.633
O -2.400 1.827 -1.613
H -1.861 -2.102 1.959
H -3.357 -2.486 1.651
O -2.640 -1.884 1.419
H -3.276 -0.406 -3.388
H -2.548 0.390 -2.197
O -2.568 -0.479 -2.726
H 2.826 -0.102 2.065
H 4.047 -1.017 2.197
O 3.142 -1.027 1.891
H 2.639 1.707 1.089
H 1.674 1.990 2.295
O 2.554 1.633 2.067
H 0.190 3.846 1.959
H -0.669 2.556 1.844
O 0.080 2.949 2.306
H -0.975 -0.229 -3.396
H 0.434 -0.815 -3.182
O -0.049 -0.105 -3.651
H 2.302 -1.414 -1.170
H 3.112 -1.072 0.112
O 3.082 -0.897 -0.859
H 3.264 2.162 -1.177
H 2.744 0.722 -0.879
O 2.543 1.691 -0.713
H -3.424 2.141 1.401
H -2.648 0.821 1.387
O -2.572 1.766 1.159
*
```